Below is a 12-piece molecular cluster, C42H66F6O30 overall at a distorted geometry, with properties calculated with the ωB97M-V functional and the def2-TZVPD basis.

The LUMO energy is -0.0472 eV. The max |F| is 5.403 eV Å⁻¹. The value obtained for the energy above the lowest of the compared OMol25 structures with the same formula, charge and spin is 0.0 kJ/mol. Its structure (SMILES) is O=C1OC[C@@H](F)O1.O=C1OC[C@@H](F)O1.O=C1OC[C@@H](F)O1.O=C1OC[C@@H](F)O1.O=C1OC[C@@H](F)O1.O=C1OC[C@@H](F)O1.CCOC(C)=O.CCOC(C)=O.CCOC(C)=O.CCOC(C)=O.CCOC(C)=O.CCOC(C)=O. For the HOMO energy, the calculation gives -10.073 eV.

CARTESIAN COORDINATES (ANGSTROEM)
H1 0.9469 -7.0651 -5.5490
H2 1.1877 8.6760 3.1320
H3 3.7534 -0.9920 2.5596
H4 -0.7711 -4.9107 -1.8264
O1 -3.6771 2.6581 -1.2001
H5 0.8656 1.2565 1.4640
O2 -1.9159 4.0261 -5.5473
C1 -0.9083 -2.9512 -5.9029
C2 -4.2079 -0.3245 0.4659
H6 4.2674 2.1250 3.6511
H7 4.1935 0.5259 -5.2631
O3 -4.1121 -3.3952 -2.3264
O4 -1.3710 3.8345 -3.4119
H8 -0.0199 -8.3990 0.3900
H9 -0.9166 -3.2105 5.3770
H10 -4.8265 -5.2195 -2.8713
H11 1.5231 -5.9046 -6.7951
C3 2.5245 6.9423 3.2161
H12 -2.5340 8.7083 1.6676
H13 -1.5852 5.1819 -0.9744
H14 -1.1508 2.9686 -1.5486
F1 2.5990 2.0237 -4.1188
O5 2.2800 -1.4904 4.1643
H15 3.3513 1.3650 -2.3979
C4 4.3119 0.3387 5.0072
O6 -2.3811 7.6037 -0.0699
O7 -4.7304 -2.2462 3.5105
O8 1.5364 6.1353 3.5580
H16 -1.8755 -3.3607 -6.1942
C5 -1.6044 3.3187 -4.6169
C6 -5.0299 0.6906 1.3002
C7 -1.3200 -1.5647 4.0007
C8 0.7800 -8.0106 -0.2404
H17 2.9445 -7.6658 -0.2265
C9 2.6137 -1.3302 5.3093
H18 1.6375 -1.4841 7.2106
C10 3.2816 -1.4211 0.6437
H19 -2.0269 1.2244 -2.7765
C11 2.1874 -8.2158 0.3324
H20 -0.1657 8.9171 1.2829
H21 0.1651 -6.9007 -7.0297
C12 3.6395 1.4994 4.2855
F2 0.5649 3.0964 -2.4566
C13 -1.9731 6.4715 0.6268
H22 0.4355 0.3206 2.8579
F3 -4.4736 1.0642 2.4916
H23 4.8225 -0.3143 4.2994
C14 0.3178 4.3265 4.5195
H24 -2.9623 9.5922 0.1949
H25 -1.4206 -1.6121 -1.3064
H26 -3.1204 -4.8995 -3.2751
O9 3.5051 -0.4446 5.8439
O10 -1.5041 6.4859 1.7203
O11 -3.9917 -1.1463 -2.6531
O12 -5.1159 1.7907 0.4176
C15 -0.3820 -1.7448 -1.0032
O13 4.7855 1.5514 -0.0958
C16 0.6551 -6.2974 -6.2655
H27 -2.0876 0.7279 2.0675
F4 4.8238 -2.5099 1.9122
C17 -3.9309 -2.2809 -3.0236
H28 -3.6022 -1.0666 0.9861
H29 0.7835 -8.7079 -1.0781
C18 -1.1214 1.5661 -3.2779
H30 0.6652 -4.1306 -1.4679
C19 -4.1262 -4.4798 -3.2592
H31 -0.2858 4.0803 3.6459
H32 2.3282 -7.7758 1.3197
H33 2.7303 1.2259 3.7500
O14 2.4141 -2.2613 -3.1686
O15 -3.4463 0.5542 -0.3398
H34 -1.2490 -1.1817 -4.6303
C20 0.7974 -6.3146 -1.8786
H35 1.7557 7.9563 1.4966
C21 -3.5368 -2.1935 3.8890
H36 2.3396 -1.6927 1.1201
C22 0.1012 0.5847 1.8546
H37 3.5873 -2.1105 -0.1433
C23 4.3102 -1.3255 1.6839
H38 -1.4044 2.0048 1.1034
H39 -1.9618 -1.9272 6.0577
H40 0.2277 -2.1402 -4.2875
O16 0.0468 -4.0456 -6.0516
H41 2.6682 -2.8486 6.8650
C24 1.9255 -2.1829 6.4252
H42 -1.2091 2.0608 2.8587
H43 -4.8986 -0.8398 -0.2016
H44 -0.3644 9.4402 -0.3412
H45 5.1906 0.8185 -3.8560
H46 -1.9825 4.3044 0.4969
H47 2.4690 -9.2580 0.4827
C25 -0.8420 9.4780 0.6379
O17 1.2205 -6.9712 -2.7980
C26 3.0947 1.0718 -3.4159
C27 -1.2319 1.3990 1.9929
C28 1.9682 8.2014 2.5372
C29 -0.8236 -2.1835 -4.5720
H48 1.0090 -2.6761 6.1013
O18 -1.3333 2.0336 -4.5961
C30 1.7021 4.8786 4.2211
H49 -0.4027 0.7549 -3.1613
H50 2.1683 4.1856 3.5208
C31 2.8828 -1.1702 -3.3459
O19 4.1167 -0.8725 -3.7098
O20 -1.2527 -5.6495 -4.9895
O21 3.7357 6.7082 3.2890
H51 2.8448 8.8484 2.5063
C32 -2.2777 8.8574 0.6187
O22 -0.1759 -0.5281 1.0724
C33 -4.0617 1.7562 -0.4651
H52 0.5443 -4.5536 -3.1198
H53 -1.3395 -2.7812 -3.8205
O23 0.2279 0.5659 -0.8821
C34 -2.2253 5.1888 -0.0922
H54 -0.2090 5.1032 5.0737
C35 -1.7039 -2.4886 5.1598
O24 -2.9281 -3.0586 4.7993
O25 3.1710 -0.0697 0.2287
C36 -4.3990 -3.8782 -4.6154
O26 -3.9680 -2.5883 -4.3984
H55 -3.8202 -4.4388 -5.3495
H56 -3.2576 5.2378 -0.4386
H57 -0.1980 -2.6328 -0.3984
O27 2.1964 -0.0520 -3.3564
H58 2.2998 4.9051 5.1322
H59 0.4193 3.4849 5.2047
O28 0.5192 -6.7094 -0.5987
H60 -5.9923 0.2220 1.5060
O29 -2.6187 -1.2407 3.5017
C37 -0.0201 -0.4295 -0.2751
C38 -0.2827 -5.2816 -5.6760
C39 4.4087 0.4680 0.4231
H61 3.3360 2.2020 5.0616
H62 -0.6560 -2.3142 -6.7507
F5 -5.7085 -3.8915 -4.9172
H63 0.3263 -1.7148 -1.8311
H64 -0.7896 10.4602 1.1077
C40 0.2773 -4.9093 -2.1247
C41 -0.7500 2.8873 -2.5589
F6 -0.6387 -2.1401 3.0186
O30 5.2484 -0.3405 1.1781
H65 -0.7210 -0.7225 4.3471
C42 4.2298 0.4179 -4.1790
H66 5.1208 0.7227 5.6286

Cartesian forces, eV/Å:
H 0.09 0.42 0.36
H -0.22 -0.26 -0.47
H 0.90 0.42 0.53
H -0.28 -0.03 -0.72
O -1.38 -2.34 1.97
H 0.12 -0.31 -0.47
O 0.11 -1.61 0.84
C 0.02 0.25 -0.67
C -0.72 0.82 0.17
H 0.39 -0.59 -0.16
H -0.55 -0.25 -0.03
O 0.36 0.43 0.00
O 0.64 0.64 1.87
H 0.10 0.46 0.40
H -0.38 -0.27 -0.17
H -0.09 0.11 -0.37
H 0.01 0.34 0.46
C 2.12 0.19 -1.00
H -0.30 -0.10 -0.03
H -0.13 -0.02 -0.23
H -0.24 0.04 -0.27
F -1.69 2.28 -1.16
O 0.89 0.82 -0.37
H -0.16 0.23 0.07
C 1.57 0.48 -1.65
O 0.38 -0.74 0.33
O 5.20 0.21 1.47
O -0.64 -0.13 0.80
H -0.24 0.06 0.64
C 0.13 2.16 -1.39
C -0.05 -1.58 -0.54
C -1.19 -0.02 1.32
C 1.32 -2.91 0.02
H -0.10 -0.41 -0.61
C -1.16 -0.86 1.55
H 0.08 -0.01 0.18
C -1.23 -0.46 -0.24
H -0.44 -0.04 -0.51
C 0.15 0.89 1.20
H -0.37 -0.44 -0.05
H -0.62 0.26 -0.06
C -0.77 0.47 0.97
F 1.21 0.47 -0.42
C -0.45 0.35 -0.46
H 0.05 -0.71 -0.19
F 0.09 0.13 -0.44
H -0.10 -0.16 -0.15
C 0.02 0.83 0.67
H -0.15 -0.54 -0.36
H 0.03 -0.32 -0.18
H 0.02 -0.20 -0.05
O -1.60 -1.16 0.04
O 0.49 0.77 1.10
O 0.95 -0.93 0.24
O 0.25 0.20 0.02
C 1.12 1.35 0.84
O -1.66 -4.37 2.27
C 0.50 -0.72 -0.44
H 0.20 -0.04 0.26
F 1.58 -1.24 0.37
C -2.12 0.91 -1.55
H 0.13 0.50 0.15
H -0.38 0.42 -0.62
C 0.17 0.91 1.63
H 0.55 -0.47 0.28
C 0.48 -1.29 0.87
H 0.28 -0.01 -0.04
H -0.45 0.13 0.31
H 0.14 -0.21 -0.15
O 0.57 0.35 0.43
O 0.80 0.72 -0.76
H -0.05 -0.15 -0.14
C -0.84 0.97 -0.95
H -0.57 0.01 0.23
C -3.03 -0.56 -0.43
H -0.07 -0.28 -0.36
C -1.51 2.60 0.92
H -0.18 0.15 -0.33
C -0.94 0.94 0.49
H 0.14 0.04 -0.05
H 0.73 0.40 0.11
H -0.01 0.21 0.04
O -0.40 0.19 0.55
H -0.21 -0.20 -0.11
C 0.80 1.53 -0.03
H -0.01 -0.02 0.02
H -0.09 -0.17 0.09
H -0.23 0.44 -0.15
H 0.04 -0.05 0.00
H -0.27 0.38 0.20
H -0.15 -0.05 -0.51
C 0.03 -1.12 0.15
O 0.21 -0.47 1.31
C 1.34 -2.11 0.21
C 0.67 -0.20 -0.20
C 1.68 -0.38 0.73
C 0.10 -1.29 -0.52
H 0.56 -0.12 -0.35
O -0.32 -1.96 -1.28
C -0.13 -1.02 -0.90
H 0.30 0.47 -0.63
H 0.47 0.11 -0.02
C -0.74 -0.62 -1.01
O 2.00 -2.89 -0.08
O 1.56 1.71 -1.32
O -2.45 0.04 0.38
H -0.18 0.29 -0.03
C 1.43 0.71 1.03
O 0.96 -1.02 -1.18
C 1.26 0.90 -0.71
H -0.57 -0.39 0.00
H 0.01 0.20 0.22
O 0.45 0.80 0.29
C -0.10 0.68 -1.01
H -0.27 -0.04 0.02
C 0.68 0.44 0.40
O -1.65 0.34 -1.98
O 1.39 0.58 -0.21
C 0.81 -0.92 1.49
O 0.64 1.14 0.18
H -0.12 0.51 -0.44
H 0.05 -0.52 -0.08
H -0.36 0.21 0.06
O -1.93 1.48 0.80
H 0.10 0.54 -0.11
H -0.06 -0.23 -0.19
O 0.06 1.39 -1.08
H -0.24 0.73 0.08
O -0.42 -0.24 0.15
C -1.35 -1.45 0.10
C -1.35 -1.59 0.72
C 2.25 4.10 -2.46
H -0.31 0.10 0.11
H 0.25 0.18 0.19
F -0.86 0.11 -0.44
H -0.42 -0.40 -0.37
H -0.50 0.28 -0.50
C 0.53 0.36 0.87
C -1.55 -1.11 0.11
F 0.47 -1.05 -0.49
O -2.14 0.06 -0.24
H -0.59 0.43 -0.18
C 1.09 1.62 0.93
H -0.23 0.01 0.23

Results of the Löwdin charge analysis, in e, for atoms 1 through 6: H 0.080; H 0.089; H 0.124; H 0.092; O 0.139; H 0.122